Record 1
C3H9N4S | wB97M-V/def2-TZVPD

## Properties
* net charge: +1

XYZ file:
```
17
C3H9N4S, DFT wB97M-V/def2-TZVPD
C -0.317 0.986 0.113
C 0.681 -0.519 1.886
C -1.316 0.431 -1.764
N -0.343 2.076 0.536
N 1.954 -0.758 2.109
N -0.467 0.004 -0.640
N 0.252 -1.090 -0.702
S -0.339 -0.431 3.251
H -0.750 0.671 -2.738
H -2.014 -0.431 -1.948
H -1.806 1.380 -1.444
H -0.467 2.728 1.278
H 2.685 -0.909 1.336
H 2.216 -0.874 3.091
H 1.177 -0.851 -0.977
H 0.415 -1.352 0.320
H -1.518 -0.289 2.498
```

=====

Record 2
C3H9N4S | wB97M-V/def2-TZVPD

## Properties
* structure (SMILES): CN1C=N[NH2+][C@]1(N)S
* net charge: +1

XYZ file:
```
17
C3H9N4S, DFT wB97M-V/def2-TZVPD
C 0.714 -1.399 0.915
N 0.807 -0.349 -0.067
C 1.928 0.073 -0.750
N 1.713 1.151 -1.404
N 0.367 1.508 -1.359
C -0.257 0.536 -0.263
N -1.460 -0.101 -0.625
S -0.546 1.788 1.435
H 0.288 -2.276 0.385
H 1.680 -1.730 1.291
H 0.110 -0.956 1.856
H 2.906 -0.330 -0.551
H -0.001 1.302 -2.350
H 0.422 2.548 -0.931
H -1.811 -0.731 0.035
H -2.222 0.598 -0.764
H -1.373 0.888 1.922
```

=====

Record 3
C3H9N4S2 | wB97M-V/def2-TZVPD

## Properties
* structure (SMILES): CS[N@@H+]1CNC(=S)N1N
* net charge: +1

XYZ file:
```
18
C3H9N4S2, DFT wB97M-V/def2-TZVPD
C -1.932 1.210 0.948
S -0.811 -0.236 1.264
N 0.253 -0.620 -0.299
C 0.935 -1.930 -0.191
N 2.311 -1.634 0.123
C 2.515 -0.355 0.075
S 3.698 0.686 0.578
N 1.324 0.249 -0.480
N 0.984 1.601 -0.372
H -2.242 1.127 2.000
H -2.649 0.850 0.243
H -1.584 2.283 0.694
H -0.492 -0.533 -0.950
H 0.965 -2.433 -1.178
H 0.453 -2.566 0.626
H 2.994 -2.344 0.157
H 1.006 2.145 -1.295
H 1.658 1.901 0.392
```

=====

Record 4
C3H9N5O | wB97M-V/def2-TZVPD

## Properties
* structure (SMILES): NC(N)=C(N)/C(N)=N\O
* net charge: 0

XYZ file:
```
18
C3H9N5O, DFT wB97M-V/def2-TZVPD
N -1.691 -1.147 -0.242
C -1.052 0.073 -0.016
N -1.688 1.192 -0.596
C 0.064 0.184 0.774
N 0.508 1.376 1.380
C 1.072 -0.677 0.014
N 1.079 -2.051 0.207
N 1.970 -0.179 -0.755
O 1.809 1.143 -1.162
H -2.059 -1.243 -1.180
H -1.107 -1.940 -0.009
H -1.635 2.020 -0.016
H -2.668 1.029 -0.779
H 1.513 1.392 1.498
H 0.203 2.248 0.962
H 0.903 -2.336 1.161
H 1.908 -2.483 -0.182
H 0.872 1.398 -1.061
```

=====

Record 5
C3H9NO | wB97M-V/def2-TZVPD

## Properties
* structure (SMILES): C=CNC.O
* net charge: 0

XYZ file:
```
14
C3H9NO, DFT wB97M-V/def2-TZVPD
C 1.524 1.010 1.360
C 0.549 0.190 0.906
N 0.737 -0.893 0.096
C -0.339 -1.625 -0.500
H 2.391 1.291 0.774
H 1.273 1.697 2.155
H -0.439 0.274 1.361
H 1.647 -1.299 0.189
H -1.083 -0.941 -0.910
H 0.052 -2.120 -1.403
H -0.873 -2.440 -0.003
O -1.973 1.445 -0.996
H -1.082 1.804 -1.180
H -2.383 1.605 -1.850
```

=====

Record 6
C3H9NO | wB97M-V/def2-TZVPD

## Properties
* structure (SMILES): C=CNC.O
* net charge: 0

XYZ file:
```
14
C3H9NO, DFT wB97M-V/def2-TZVPD
C 1.214 -0.465 -1.210
C 0.230 0.361 -0.810
N 0.537 1.063 0.392
C -0.614 1.671 1.083
H 2.084 -0.733 -0.622
H 1.239 -0.902 -2.201
H -0.746 0.509 -1.240
H 1.167 0.602 1.021
H -0.628 1.469 2.151
H -0.548 2.768 1.063
H -1.540 1.317 0.631
O -1.003 -2.218 0.117
H -0.394 -2.768 0.604
H -1.058 -1.519 0.783
```

=====

Record 7
C3H9NO | wB97M-V/def2-TZVPD

## Properties
* structure (SMILES): C/C=C/N.O
* net charge: 0

XYZ file:
```
14
C3H9NO, DFT wB97M-V/def2-TZVPD
C -1.678 1.675 0.380
C -1.944 0.172 -0.088
C -0.851 -0.660 -0.148
N -0.741 -2.092 -0.187
H -1.032 1.437 1.341
H -2.621 2.282 0.287
H -0.991 2.091 -0.292
H -2.876 -0.370 -0.103
H 0.105 -0.455 0.177
H 0.022 -2.540 0.270
H -1.491 -2.664 -0.410
O 3.981 0.727 -0.074
H 4.724 0.747 0.541
H 4.337 1.176 -0.770
```

=====

Record 8
C3H9NO | wB97M-V/def2-TZVPD

## Properties
* structure (SMILES): C=CO.CN
* net charge: 0

XYZ file:
```
14
C3H9NO, DFT wB97M-V/def2-TZVPD
C -1.567 0.690 0.373
C -0.838 1.206 1.344
O -0.227 0.222 2.113
H -2.090 1.321 -0.364
H -1.749 -0.363 0.137
H -0.591 2.182 1.732
H -0.592 0.233 3.021
C 1.060 -1.194 -0.740
N 1.339 -0.044 -1.689
H 0.263 -1.881 -1.137
H 0.759 -0.712 0.250
H 2.018 -1.668 -0.539
H 1.758 -0.374 -2.567
H 0.457 0.382 -1.934
```

=====

Record-wise maximum force values, in eV Å⁻¹: 4.38, 3.44, 4.68, 2.39, 2.02, 3.65, 4.05, 2.77
Record-wise HOMO energy values, in eV: -13.0, -13.6, -12.6, -7.3, -7.8, -7.8, -7.6, -9.0
Record-wise relative energy (zero: lowest compared OMol25 entry of this formula, charge and spin) values, in kcal/mol: 114.64, 70.06, 43.04, 55.24, 42.83, 48.62, 61.76, 53.93